## one
{"formula": "C6H11N2", "method": "ωB97M-V with the def2-TZVPD basis set", "species": ["N", "N", "C", "C", "C", "C", "C", "C", "H", "H", "H", "H", "H", "H", "H", "H", "H", "H", "H"], "coordinates": [[2.40, -0.76, 0.13], [-0.51, 0.62, -0.04], [1.11, -1.39, -0.15], [0.40, 1.77, 0.03], [-1.62, -1.51, 0.06], [-0.07, -0.59, -0.03], [-1.97, 0.81, -0.09], [-2.54, -0.62, -0.01], [0.98, -2.54, 0.15], [-1.45, -2.57, 0.04], [-2.25, 1.12, -1.12], [1.04, -1.45, -1.19], [0.39, 2.35, 1.02], [1.44, 1.36, -0.16], [-3.66, -0.64, 0.07], [3.01, -1.07, -0.58], [0.02, 2.58, -0.75], [2.82, -0.95, 1.04], [-2.25, 1.49, 0.56]], "mulliken_charge": [-0.498, 0.010, -0.543, -0.808, -0.580, 0.695, -0.664, -0.328, 0.324, 0.398, 0.336, 0.357, 0.302, 0.340, 0.386, 0.233, 0.294, 0.226, 0.519], "total_charge": 1, "e_homo_ha": -0.519, "homo_lumo_gap_ha": 0.381, "smiles": "C[N+]1=C(CN)C=CC1"}

---

## two
{"formula": "C6H11N2", "method": "ωB97M-V with the def2-TZVPD basis set", "species": ["N", "N", "C", "C", "C", "C", "C", "C", "H", "H", "H", "H", "H", "H", "H", "H", "H", "H", "H"], "coordinates": [[0.01, -1.02, -1.04], [0.05, 1.89, -0.55], [1.21, 1.32, -1.20], [1.08, -0.03, -0.49], [-0.10, 0.59, 0.40], [-1.03, -0.50, -0.24], [-0.43, 0.05, 1.75], [-1.12, -1.23, 1.12], [1.00, 1.39, -2.35], [-1.12, 0.74, 2.29], [0.30, 2.78, -0.16], [-0.15, -1.26, -2.03], [-1.96, -0.10, -0.73], [0.47, -0.18, 2.35], [1.86, -0.52, 0.08], [2.26, 1.69, -1.15], [-2.10, -1.57, 1.49], [-0.50, -2.07, 1.18], [0.25, -1.95, -0.74]], "mulliken_charge": [-0.230, -0.510, -0.835, -0.061, 0.460, 0.107, -0.412, -1.039, 0.259, 0.306, 0.293, 0.331, 0.399, 0.282, 0.389, 0.303, 0.328, 0.304, 0.326], "total_charge": 1, "e_homo_ha": -0.489, "homo_lumo_gap_ha": 0.370, "smiles": "C1C[C@@]23NC[C@@H]2[NH2+][C@@H]13"}

---

## three
{"formula": "C6H11N2", "method": "ωB97M-V with the def2-TZVPD basis set", "species": ["N", "N", "C", "C", "C", "C", "C", "C", "H", "H", "H", "H", "H", "H", "H", "H", "H", "H", "H"], "coordinates": [[1.31, 0.43, -0.51], [-1.60, -0.45, 0.56], [2.16, 1.00, 0.47], [-0.47, -1.16, 0.76], [0.48, -0.71, -0.53], [-2.18, 0.38, -0.02], [3.15, 0.31, 0.97], [-3.19, 0.62, -0.90], [3.94, 0.54, 1.68], [-0.23, -0.65, -1.39], [-3.26, 1.71, -1.04], [-0.04, -0.58, 1.60], [-0.56, -2.19, 1.05], [1.08, -1.67, -0.68], [3.21, -0.82, 0.84], [-4.07, 0.15, -0.47], [-3.02, 0.09, -1.83], [1.16, 0.96, -1.23], [2.14, 2.03, 0.66]], "mulliken_charge": [-0.164, 0.053, -0.062, -0.328, -0.868, 0.443, -0.720, -0.881, 0.301, 0.521, 0.334, 0.305, 0.394, 0.283, 0.169, 0.336, 0.309, 0.210, 0.362], "total_charge": 1, "e_homo_ha": -0.443, "homo_lumo_gap_ha": 0.268, "smiles": "C=CNCC[N+]#CC"}

---

Result of the stability comparison: three is the least stable of them.

---

## one
{"formula": "C3H11N2", "method": "ωB97M-V with the def2-TZVPD basis set", "species": ["N", "N", "C", "C", "C", "H", "H", "H", "H", "H", "H", "H", "H", "H", "H", "H"], "coordinates": [[-1.67, 1.00, -0.40], [0.87, 0.13, 0.40], [-2.31, 0.46, -1.33], [0.82, -0.40, 1.84], [1.43, -0.57, -0.86], [0.35, -1.48, 1.75], [2.50, -0.36, -0.86], [-1.99, 1.98, -0.14], [0.19, 0.19, 2.37], [-0.19, 0.13, 0.25], [0.91, -0.24, -1.73], [1.16, -1.68, -0.55], [1.31, 1.09, 0.40], [1.84, -0.53, 2.30], [-2.19, -0.75, -1.49], [-3.03, 1.02, -1.95]], "mulliken_charge": [-0.475, -0.185, -0.273, -0.761, -0.742, 0.308, 0.340, 0.214, 0.359, 0.427, 0.301, 0.313, 0.356, 0.324, 0.206, 0.288], "total_charge": 1, "e_homo_ha": -0.534, "homo_lumo_gap_ha": 0.423}

---

## two
{"formula": "C3H11N2", "method": "ωB97M-V with the def2-TZVPD basis set", "species": ["N", "N", "C", "C", "C", "H", "H", "H", "H", "H", "H", "H", "H", "H", "H", "H"], "coordinates": [[2.77, -0.18, 0.09], [-1.36, 0.05, -0.72], [1.45, 0.30, -0.16], [0.58, -0.44, 0.82], [-2.63, 0.43, -0.11], [1.12, 0.26, -1.20], [-0.63, -0.26, 0.00], [-2.90, -0.09, 0.81], [0.58, -1.52, 0.73], [0.71, -0.03, 1.82], [3.61, 0.13, -0.37], [1.37, 1.35, 0.14], [2.81, -1.16, 0.32], [-3.43, 0.34, -0.85], [-1.54, -0.65, -1.43], [-2.51, 1.48, 0.12]], "mulliken_charge": [-0.433, -0.364, -0.336, -0.391, -0.770, 0.353, 0.172, 0.286, 0.436, 0.369, 0.236, 0.278, 0.188, 0.363, 0.306, 0.307], "total_charge": 1, "e_homo_ha": -0.512, "homo_lumo_gap_ha": 0.219}

---

## three
{"formula": "C3H11N2", "method": "ωB97M-V with the def2-TZVPD basis set", "species": ["N", "N", "C", "C", "C", "H", "H", "H", "H", "H", "H", "H", "H", "H", "H", "H"], "coordinates": [[-1.29, -0.89, -0.44], [0.87, 0.04, 0.39], [-0.63, 0.29, -0.37], [1.79, -0.81, -0.36], [-1.21, 1.41, 0.53], [0.61, -0.49, 1.29], [2.49, -0.21, -0.87], [-0.42, 0.72, -1.51], [-0.41, 2.02, 0.71], [-1.52, 0.92, 1.47], [-2.03, 1.80, 0.03], [-1.37, -1.47, -1.32], [-1.80, -1.26, 0.26], [1.37, 0.97, 0.63], [2.23, -1.45, 0.40], [1.33, -1.57, -0.87]], "mulliken_charge": [-0.400, -0.326, 0.213, -0.983, -1.254, 0.378, 0.318, 0.346, 0.397, 0.353, 0.388, 0.241, 0.172, 0.368, 0.379, 0.408], "total_charge": 1, "e_homo_ha": -0.540, "homo_lumo_gap_ha": 0.419, "smiles": "C[NH2+][C@H](C)N"}

---

Result of the stability comparison: two is the least stable of them.

---

## one
{"formula": "C3H11N2", "method": "ωB97M-V with the def2-TZVPD basis set", "species": ["N", "N", "C", "C", "C", "H", "H", "H", "H", "H", "H", "H", "H", "H", "H", "H"], "coordinates": [[-0.70, -0.09, 1.12], [-0.70, 0.40, -1.13], [2.60, 1.17, 0.32], [-1.78, -1.65, -0.36], [-0.94, -0.41, -0.14], [-1.27, -0.49, 1.77], [-0.31, 0.80, 1.16], [-2.28, -1.84, 0.66], [-0.84, -0.02, -2.00], [-0.35, 1.34, -1.03], [-1.13, -2.41, -0.64], [2.63, 2.13, 0.99], [2.65, 1.53, -0.75], [3.42, 0.50, 0.31], [1.74, 0.52, 0.70], [-2.73, -1.49, -0.99]], "mulliken_charge": [-0.315, -0.274, -0.904, -1.131, 0.775, 0.231, 0.222, 0.343, 0.236, 0.248, 0.324, 0.251, 0.244, 0.307, 0.082, 0.359], "total_charge": 1, "e_homo_ha": -0.579, "homo_lumo_gap_ha": 0.441}

---

## two
{"formula": "C3H11N2", "method": "ωB97M-V with the def2-TZVPD basis set", "species": ["N", "N", "C", "C", "C", "H", "H", "H", "H", "H", "H", "H", "H", "H", "H", "H"], "coordinates": [[1.28, -0.54, -0.09], [-0.21, 2.54, -1.56], [0.81, 0.86, -0.20], [0.27, 1.28, -1.36], [-1.23, -1.83, 1.61], [-0.18, -1.83, 1.87], [0.65, -1.20, -0.56], [-1.66, -0.83, 1.56], [-0.63, 2.98, -0.76], [2.21, -0.71, -0.47], [0.87, 1.45, 0.69], [-1.35, -2.29, 0.63], [0.35, 0.65, -2.24], [-1.74, -2.38, 2.39], [1.31, -0.82, 0.90], [-0.74, 2.66, -2.41]], "mulliken_charge": [-0.276, -0.456, -0.406, -0.061, -0.993, 0.160, 0.378, 0.271, 0.250, 0.371, 0.312, 0.269, 0.300, 0.306, 0.308, 0.266], "total_charge": 1, "e_homo_ha": -0.490, "homo_lumo_gap_ha": 0.363}

---

Result of the stability comparison: two is the least stable of them.